1.
Formula: C6H4O
Source: the Open Molecules 2025 dataset
Level of theory: ωB97M-V/def2-TZVPD

## Properties
* HOMO: -0.3244 hartree
* SMILES: O=C/C=C\C1=C=C1
* energy: -8328.3390 eV
* energy above the lowest of the compared OMol25 structures with the same formula, charge and spin: 4.101 eV

Structure (ORCA input):
```
! RIJCOSX wB97M-V def2-TZVPD def2/J DEFGRID3
* xyz 0 1
C 1.93072 -0.02928 0.43998
C 2.00801 -0.85840 -0.69658
C 1.10430 0.23858 -0.57031
C -0.05883 1.05469 -0.37718
C -1.15914 0.46452 0.11837
C -1.37910 -0.98629 -0.02088
O -0.81306 -1.68466 -0.83730
H 2.02190 0.27489 1.47598
H 0.12190 2.12386 -0.30044
H -1.86807 1.03687 0.70001
H -2.12221 -1.42774 0.66770
*
```

---

2.
Formula: C9H14O
Source: the Open Molecules 2025 dataset
Level of theory: ωB97M-V/def2-TZVPD

## Properties
* HOMO: -0.3264 hartree
* SMILES: Cc1ccc(O)cc1.CC
* energy: -11607.2825 eV
* energy above the lowest of the compared OMol25 structures with the same formula, charge and spin: 0.354 eV

Structure (ORCA input):
```
! RIJCOSX wB97M-V def2-TZVPD def2/J DEFGRID3
* xyz 0 1
C 3.12853 -0.09027 -0.40979
C 0.93510 -1.09799 0.24660
C 1.66069 -0.31251 -0.65164
C -0.42703 -1.28710 0.12663
C 0.95972 0.30687 -1.67102
C -1.12051 -0.57067 -0.83213
C -0.42853 0.19670 -1.73966
O -2.50725 -0.67971 -0.91533
H 1.44799 -1.57999 1.07260
H -0.92967 -1.96882 0.80830
H 3.50183 0.77357 -0.97193
H 3.24902 0.23372 0.62858
H 1.51826 0.92997 -2.35117
H -0.95886 0.78550 -2.47026
H -2.69457 -1.52531 -1.33265
H 3.71686 -0.98719 -0.56169
C -1.55490 1.17401 2.57573
C -0.21572 1.78485 2.23394
H -1.51160 0.93329 3.64257
H -2.36854 1.89736 2.46265
H -1.85217 0.32465 1.96041
H 0.65296 1.17982 2.49281
H -0.07258 2.14105 1.21283
H -0.06954 2.65941 2.86664
*
```

---

3.
Formula: C3H12NOS2
Source: the Open Molecules 2025 dataset
Level of theory: ωB97M-V/def2-TZVPD

## Properties
* HOMO: -0.4823 hartree
* energy: -28507.2108 eV
* energy above the lowest of the compared OMol25 structures with the same formula, charge and spin: 0.746 eV

Structure (ORCA input):
```
! RIJCOSX wB97M-V def2-TZVPD def2/J DEFGRID3
* xyz 1 1
N -0.31284 0.19105 -0.90580
C -0.34633 0.85658 0.44080
C 1.09192 1.15399 0.83547
C -1.03786 -0.05858 1.49696
S -2.67249 -0.81509 1.22267
S -2.67614 -1.93543 -0.51262
H -1.18555 -0.35573 -1.02212
H -0.19984 0.81924 -1.69930
H 0.40231 -0.53453 -0.88950
H -1.01465 1.67566 0.54313
H 1.47446 2.12573 0.52827
H 1.20667 1.02411 1.90964
H 1.78075 0.46390 0.34573
H -0.35184 -0.84643 1.76114
H -1.29872 0.62063 2.28971
H -2.06656 -3.00853 0.00905
H 2.69483 0.19275 -1.92239
H 2.54314 -1.17894 -2.20631
O 1.96873 -0.39037 -2.22453
*
```